a.
This record from OMol25 describes the ion C4H10NOS with charge -1. The level of theory is the ωB97M-V functional and the def2-TZVPD basis.

The value obtained for the HOMO energy is -0.095 Ha. Its total charge is -1. As for the LUMO energy: 3.163 eV. As for the SMILES: C[C@H](CS)NC[O-].

Structure (XYZ):
```
17
C4H10NOS, DFT the ωB97M-V functional and the def2-TZVPD basis
S -1.095 -1.401 2.159
O -0.552 -1.141 -2.427
N 0.261 0.765 -0.975
C -0.988 -0.760 0.482
C 1.138 0.529 1.352
C -0.137 0.560 0.421
C 0.201 -0.106 -2.377
H 1.225 1.070 -0.972
H -0.324 -1.412 -0.095
H 1.938 1.146 0.961
H -1.918 -0.732 -0.078
H 1.314 -0.261 -2.495
H -0.803 1.420 0.642
H 0.685 0.872 2.289
H -0.083 0.772 -3.027
H -2.248 -0.820 2.532
H 1.388 -0.500 1.609
```

b.
This record from OMol25 describes the ion C4H10NOS with charge -1. The level of theory is the ωB97M-V functional and the def2-TZVPD basis.

The value obtained for the HOMO energy is -0.093 Ha. Its total charge is -1. As for the LUMO energy: 2.935 eV. As for the SMILES: C[C@H](CS)NC[O-].

Structure (XYZ):
```
17
C4H10NOS, DFT the ωB97M-V functional and the def2-TZVPD basis
S -2.563 0.319 -0.979
O 2.989 0.988 1.507
N 1.319 -0.324 0.507
C -0.035 -0.790 -0.032
C -0.860 0.445 -0.292
C 1.749 0.541 1.674
C 0.339 -1.717 -1.213
H -0.478 1.150 -1.085
H -0.724 1.050 0.588
H 1.564 0.081 2.630
H -0.379 -2.471 -1.199
H -0.660 -1.377 0.769
H 0.432 -1.091 -2.112
H -2.953 1.580 -0.784
H 0.860 1.335 1.673
H 1.376 -2.129 -1.040
H 1.670 0.265 -0.205
```

c.
This record from OMol25 describes the ion C4H10NOS with charge -1. The level of theory is the ωB97M-V functional and the def2-TZVPD basis.

The value obtained for the HOMO energy is -0.106 Ha. Its total charge is -1. As for the LUMO energy: 3.212 eV. As for the SMILES: N[C@@H](C[O-])CCS.

Structure (XYZ):
```
17
C4H10NOS, DFT the ωB97M-V functional and the def2-TZVPD basis
S 2.157 -1.985 1.144
O -2.109 -0.017 0.367
N -0.590 0.079 -1.812
C -0.075 0.901 -0.683
C -1.314 1.066 0.294
C 0.629 -1.101 0.836
C 1.037 0.221 0.131
H -1.621 2.073 -0.116
H -1.081 0.775 -2.371
H -0.904 1.348 1.297
H 1.633 -3.217 1.267
H -1.342 -0.451 -1.311
H -0.015 -1.060 1.697
H 1.899 0.102 -0.532
H 0.207 -1.478 -0.110
H 0.308 1.866 -1.097
H 1.180 0.877 1.001
```

Stability check: which of them is least stable? b.

a.
This record from OMol25 describes the ion H2N5O2 with charge -1. The level of theory is the ωB97M-V functional and the def2-TZVPD basis.

The value obtained for the HOMO energy is -0.096 Ha. Its total charge is -1. As for the LUMO energy: 4.015 eV. As for the SMILES: [NH-]N[N-][N+](=O)N=O.

Structure (XYZ):
```
9
H2N5O2, DFT the ωB97M-V functional and the def2-TZVPD basis
O -1.059 -1.359 -0.310
O -3.199 0.169 0.173
N 0.034 0.757 -0.237
N 1.637 -0.784 0.379
N 1.239 0.313 -0.078
N -2.050 0.758 0.075
N -1.065 -0.069 -0.120
H 1.834 1.291 -0.117
H 2.629 -1.076 0.234
```

b.
This record from OMol25 describes a cluster of 2 separate species, H2N5O2 in total. The level of theory is the ωB97M-V functional and the def2-TZVPD basis.

The value obtained for the HOMO energy (alpha / beta) is -0.073 / -0.073 Ha. Its total charge is -1. As for the LUMO energy (alpha / beta): 4.184 / 4.184 eV.

Structure (XYZ):
```
9
H2N5O2, DFT the ωB97M-V functional and the def2-TZVPD basis
O -2.030 -1.812 0.044
O 2.623 -0.843 -0.562
N -0.430 1.245 -0.103
N -1.466 -0.765 0.568
N -0.922 0.009 -0.273
N 1.805 0.791 0.761
N 2.178 -0.027 0.121
H -0.996 1.660 0.644
H -0.761 -0.258 -1.200
```

Stability check: which of them is least stable? a.